Formula: C5H11N
Source: OMol25
Level of theory: the ωB97M-V functional and the def2-TZVPD basis

Geometry as XYZ:
```
17
Properties=species:S:1:pos:R:3
C -0.28589 1.72500 2.46088
C 0.41380 1.26227 1.21202
C -0.11665 0.32683 0.40051
N 0.58202 -0.77676 -0.06220
C -0.03256 -1.61436 -1.07493
C -0.12938 -0.95141 -2.44984
H -0.62011 2.77419 2.41331
H -1.16121 1.13033 2.68867
H 0.41936 1.76604 3.28598
H 1.45014 1.53118 1.02137
H -1.18316 0.30218 0.16448
H 1.50591 -0.71548 0.33550
H -1.06254 -1.80915 -0.76502
H 0.62549 -2.48047 -1.12845
H -0.77786 -1.52765 -3.10721
H 0.83912 -1.02602 -2.95154
H -0.46649 0.08327 -2.44353
```

E_tot   -6851.77262 eV
HOMO-LUMO gap   0.306 hartree
SMILES   C/C=C/NCC
Max |F|   2.3 eV/A
Highest occupied orbital energy   -7.1 eV

Formula: C5H8IN2OS
Source: OMol25
Level of theory: the ωB97M-V functional and the def2-TZVPD basis

Geometry as XYZ:
```
18
Properties=species:S:1:pos:R:3
C 1.00400 0.49523 -0.93345
C -0.19513 0.99307 -0.47718
C 1.24158 -1.96866 -0.91986
C -0.36363 2.45090 -0.40527
C -0.20250 -1.78558 1.68090
N -1.13084 0.20018 0.12057
N 1.63488 -0.77032 -1.12529
O -1.43031 -2.31326 -0.65175
S -0.39032 -1.53877 -0.03180
I -3.14640 0.64314 0.33276
H 1.57284 1.36501 -1.32398
H -0.83033 2.79780 0.53291
H 0.68798 2.73694 -0.44601
H -0.86358 2.91921 -1.23899
H -0.39799 -2.81226 1.97992
H -0.73610 -1.02542 2.39730
H 0.87753 -1.65420 1.99390
H 2.66832 -0.73300 -1.48468
```

E_tot   -29264.90331 eV
HOMO-LUMO gap   0.258 hartree
Charge   +1
SMILES   CC1=C[NH+]=C=[S@](C)(=O)N1I
Max |F|   4.1 eV/A
Highest occupied orbital energy   -12.7 eV

Formula: C13H14BeIN3Se
Source: OMol25
Level of theory: the ωB97M-V functional and the def2-TZVPD basis

Geometry as XYZ:
```
33
Properties=species:S:1:pos:R:3
C 0.88593 2.52337 0.25945
C 2.29748 1.04597 -0.16633
H 0.54832 2.80984 -0.75611
H 1.72197 3.16625 0.63453
H 0.16158 2.38732 1.04916
H 2.31534 0.91942 -1.26811
H 3.10772 1.79909 0.10968
H 2.46330 0.19013 0.46589
C -1.83516 1.78374 -0.30746
C -3.07250 1.73443 -0.93297
C -3.41434 0.62386 -1.69814
C -2.47028 -0.39934 -1.79606
H -1.56787 2.67148 0.26354
H -3.73290 2.59335 -0.81157
H -4.37240 0.55648 -2.20383
H -2.64649 -1.26667 -2.41296
N -0.89824 0.82013 -0.42874
C -1.23555 -0.28007 -1.13932
C -0.21326 -1.30821 -1.24636
N 0.93342 -1.04314 -0.59708
C 1.95576 -1.87695 -0.62337
C 0.75340 -3.34185 -2.08356
C 1.92475 -3.05230 -1.36836
H 2.84456 -1.57905 -0.06711
H 2.81211 -3.66397 -1.36455
C -0.31553 -2.46712 -2.01801
H -1.23818 -2.62057 -2.58166
H 0.70111 -4.24664 -2.68030
Be 0.76297 0.94833 0.35849
I 0.28087 1.20468 -3.46341
Se -0.29839 -0.78681 4.39378
C 0.24604 -0.15199 2.88013
N 0.59446 0.30670 1.84111
```

E_tot   -92025.35005 eV
HOMO-LUMO gap   0.199 hartree
Max |F|   9.6 eV/A
Highest occupied orbital energy   -7.2 eV

Formula: C30H32Cl2HfNO6PS2Se
Source: OMol25
Level of theory: the ωB97M-V functional and the def2-TZVPD basis

Geometry as XYZ:
```
76
Properties=species:S:1:pos:R:3
Hf 0.22763 -0.24116 -0.08292
O -1.50519 -0.81351 1.01665
S -2.65340 0.16260 1.30139
C -2.62899 0.32056 3.11988
C -1.41135 0.99362 3.77808
C -0.51004 0.05367 4.60453
C 0.29764 -0.97788 3.81868
S 1.63043 -0.32561 2.75806
O 0.79925 0.59086 1.81770
C 2.37495 0.87549 3.84532
C 3.32569 0.41349 4.74810
C 4.05332 1.32482 5.49456
C 3.84231 2.68708 5.32204
C 2.90206 3.13919 4.40746
C 2.16702 2.23253 3.65644
C -1.97956 1.78242 0.82759
C -0.75742 1.78015 0.17539
C -0.26373 3.04707 -0.16891
C -0.96477 4.20532 0.11759
C -2.20315 4.14761 0.75653
C -2.73120 2.92127 1.10873
H -2.75162 -0.71654 3.44345
H -3.55398 0.85474 3.34388
H -1.77990 1.77040 4.44927
H -0.80754 1.48405 3.01977
H -1.13458 -0.48967 5.31949
H 0.18052 0.66952 5.18367
H -0.31419 -1.51832 3.09256
H 0.77933 -1.69742 4.48341
H 3.50381 -0.65152 4.84623
H 4.80104 0.97504 6.19354
H 4.42361 3.39905 5.89298
H 2.75024 4.20051 4.26245
H 1.45325 2.56231 2.91270
H 0.02905 0.73150 -1.46105
H 0.69801 3.12114 -0.66617
H -0.55111 5.16883 -0.15447
H -2.74645 5.05571 0.98260
H -3.69488 2.85414 1.60324
Cl -0.25534 0.36471 -2.61936
C -1.47843 -0.35365 -2.09785
C -2.85400 0.06301 -2.06965
C -3.90128 -0.73896 -1.77401
C -3.71884 -2.08795 -1.38930
C -2.47397 -2.61275 -1.27072
Cl -2.24434 -4.23735 -0.72340
C -1.31381 -1.84798 -1.54603
N 0.00423 -2.33248 -1.55764
H -2.99815 1.09128 -2.38520
H -4.90973 -0.35302 -1.83643
H -4.58383 -2.70546 -1.18607
O 1.10712 -1.97908 0.84440
Se 2.58144 -1.65758 -0.00263
O 3.84121 -1.84275 0.96045
O 2.26537 0.01868 -0.32109
O 2.69729 -2.45436 -1.39929
C -0.66491 1.74519 -3.08811
P 0.88294 -1.12454 -2.66362
C 2.47502 -0.35502 -3.30159
C 0.51617 -2.26547 -4.12823
C 1.08792 -3.53637 -4.17794
C 0.83270 -4.37126 -5.25313
C 0.00898 -3.95112 -6.28436
C -0.55175 -2.68605 -6.25811
C -0.30737 -1.84133 -5.18376
H -0.51954 -0.03151 -3.83492
H -0.78890 2.71948 -3.50457
H 0.88602 0.81409 -2.76866
H 2.45323 -0.51690 -4.37926
H 3.40219 -0.71313 -2.87468
H 2.34330 0.71216 -3.12701
H 1.71390 -3.85030 -3.35118
H 1.27336 -5.35987 -5.28424
H -0.20181 -4.61337 -7.11451
H -1.17788 -2.35512 -7.07708
H -0.72463 -0.84692 -5.14168
```

E_tot   -168034.99785 eV
HOMO-LUMO gap   0.214 hartree
Max |F|   12.5 eV/A
Highest occupied orbital energy   -6.0 eV

Formula: C41H49FNNbO4PSe2Si2
Source: OMol25
Level of theory: the ωB97M-V functional and the def2-TZVPD basis

Geometry as XYZ:
```
102
Properties=species:S:1:pos:R:3
Nb 0.29024 -0.50157 0.53483
Se 1.95952 -0.11396 2.67493
P 2.70196 1.70185 1.57258
Se 1.40655 1.72881 -0.17330
C 4.42699 1.44005 1.25565
C 4.96329 1.30397 -0.04309
C 6.27748 0.84166 -0.21411
C 7.05448 0.65544 0.90861
C 6.51108 0.80280 2.19655
C 5.22996 1.19056 2.37246
C 2.44954 3.14732 2.65659
C 2.39203 2.95282 4.03640
C 2.26074 4.02483 4.88071
C 2.16358 5.32495 4.38361
C 2.20251 5.51964 3.02851
C 2.29487 4.45091 2.14283
H 4.33673 1.52537 -0.90082
H 6.66390 0.57871 -1.20550
H 8.08134 0.37496 0.83971
H 7.17106 0.65850 3.06100
H 4.79257 1.33637 3.35225
H 2.44169 1.94648 4.46742
H 2.31136 3.88460 5.98109
H 2.10242 6.15378 5.09733
H 2.05322 6.52519 2.66195
H 2.25143 4.60133 1.07693
C 3.88678 -1.76167 -2.62793
C 3.21455 -2.83098 -1.76407
C 3.24469 -4.16113 -2.57858
O 3.97788 -2.96506 -0.54580
C 1.72460 -2.47328 -1.36399
O 0.77736 -2.89286 -2.04544
O 1.65915 -1.63755 -0.27970
H 4.87420 -2.01463 -2.96444
H 3.83527 -0.74561 -2.18602
H 3.26076 -1.63793 -3.51552
H 4.23551 -4.40310 -2.94976
H 2.54355 -4.05318 -3.38280
H 2.87689 -4.93918 -1.87564
H 4.12668 -3.91437 -0.41818
C 0.84830 -3.82153 1.56607
Si -0.76272 -3.14109 2.28388
C -2.22648 -3.99746 1.51374
C -0.66842 -3.25400 4.21538
N -0.76503 -1.42532 1.96014
C -1.76235 -0.62629 2.55476
C -2.78206 -1.13470 3.38081
C -3.77256 -0.36828 3.95355
C -3.75939 1.02095 3.77691
C -2.77778 1.58402 2.94026
C -1.78854 0.75801 2.37231
F -1.01368 1.34247 1.32698
H 1.13862 -4.82496 1.94533
H 1.63215 -3.16549 1.87184
H 0.82240 -3.89955 0.47945
H -3.14415 -3.52186 1.75978
H -2.27824 -5.06490 1.82790
H -2.05330 -3.87376 0.47269
H 0.04082 -3.98861 4.60116
H -1.60591 -3.65450 4.59127
H -0.44854 -2.30396 4.70349
H -2.81224 -2.19400 3.61949
H -4.61166 -0.77578 4.45443
H -4.48663 1.68017 4.27780
H -2.68999 2.64029 2.72333
C -2.63945 -2.61166 -2.42541
C -2.27671 -1.36956 -3.20209
C -3.47039 -1.01800 -4.08559
C -1.09385 -1.64041 -4.09068
Si -2.06789 0.16925 -2.03742
O -1.22133 -0.46864 -0.70836
C -1.23168 1.67539 -2.67858
C -0.22762 1.58272 -3.66287
C 0.23174 2.74090 -4.24813
C -0.24611 3.98202 -3.87941
C -1.15748 4.08302 -2.82185
C -1.61125 2.95514 -2.17704
C -3.78590 0.66958 -1.43208
C -4.50004 0.21023 -0.30529
C -5.69701 0.81322 0.03308
C -6.23808 1.83124 -0.75235
C -5.52422 2.32604 -1.83501
C -4.35785 1.70439 -2.21919
H -3.03336 -3.36133 -3.09905
H -3.43372 -2.44061 -1.69288
H -1.77042 -3.02968 -1.88257
H -3.68089 -1.83999 -4.75593
H -3.36204 -0.14215 -4.73098
H -4.41951 -0.90081 -3.50997
H -1.31065 -2.61093 -4.53522
H -0.15191 -1.68943 -3.48551
H -1.03970 -0.98334 -4.91886
H 0.31039 0.65716 -3.90757
H 0.92132 2.64983 -5.07830
H 0.11979 4.86284 -4.39954
H -1.54533 5.05539 -2.52005
H -2.34485 3.14478 -1.37628
H -4.16816 -0.61159 0.31278
H -6.26588 0.47993 0.90261
H -7.16779 2.31621 -0.50612
H -5.90683 3.15173 -2.46371
H -3.93635 2.04247 -3.14456
```

E_tot   -212997.88656 eV
HOMO-LUMO gap   0.252 hartree
Charge   +1
Max |F|   3.7 eV/A
Highest occupied orbital energy   -10.9 eV

Formula: C10H20O15S4
Source: OMol25
Level of theory: the ωB97M-V functional and the def2-TZVPD basis

Geometry as XYZ:
```
49
Properties=species:S:1:pos:R:3
O -4.01535 -2.24206 -4.07014
C -3.35889 -2.50541 -5.00977
C -1.83193 -2.54102 -5.03115
O -1.24307 -3.15531 -3.89064
S -1.23655 -2.20204 -2.54009
O -0.58358 -3.03000 -1.57349
O -0.20151 -0.93159 -2.75318
C -0.90290 0.25605 -3.19487
C -0.32981 1.51796 -2.52280
C -0.29585 2.69552 -3.50206
C 0.97002 2.62601 -4.39267
S 2.11515 3.91901 -3.89207
O 2.02437 4.12652 -2.50064
O 1.93241 5.08660 -4.67228
O 3.53484 3.29526 -4.27846
H -3.87575 -2.73480 -5.96749
H -1.44457 -1.54012 -5.24330
H -1.54011 -3.14890 -5.88796
H -1.95547 0.16999 -2.91736
H -0.74555 0.34894 -4.27260
H -0.93359 1.72752 -1.64214
H 0.69159 1.29236 -2.21098
H -1.16167 2.65851 -4.16229
H -0.30607 3.62656 -2.94366
H 1.48336 1.68216 -4.20820
H 0.72675 2.75557 -5.44114
H 4.19428 4.00775 -4.21707
C -0.87535 -1.45678 1.01632
C 0.18971 -1.96233 1.96042
O 0.83473 -0.77317 2.44147
S -0.23613 0.41786 2.52485
O -0.70779 0.51169 3.86197
O 0.28224 1.53749 1.83363
O -1.38259 -0.26277 1.63782
H -0.44671 -1.19011 0.05230
H -1.67495 -2.17698 0.87017
H 0.90473 -2.61646 1.47005
H -0.24883 -2.48084 2.81619
C 1.24830 0.44485 7.31884
C 0.32410 -0.54295 6.64404
O 0.87609 -1.82945 6.96349
S 1.55593 -1.77201 8.41644
O 0.64037 -2.27917 9.37082
O 2.87942 -2.26251 8.30931
O 1.59899 -0.17288 8.56453
H 2.16295 0.59304 6.74081
H 0.77195 1.40584 7.49347
H 0.27637 -0.40129 5.56986
H -0.68407 -0.49211 7.06170
```

E_tot   -84743.56373 eV
HOMO-LUMO gap   0.386 hartree
Max |F|   2.2 eV/A
Highest occupied orbital energy   -10.4 eV